Formula: C34H28O3S2Tl
Source: OMol25
Level of theory: wB97M-V/def2-TZVPD

The calculation puts the frontier orbital gap at 7.86 eV.

```
! RIJCOSX wB97M-V def2-TZVPD def2/J DEFGRID3
* xyz 1 1
Tl -0.741 3.618 -1.511
C 7.805 1.514 -1.329
C 6.326 1.675 -1.048
C 5.902 1.986 0.250
C 4.558 2.075 0.567
C 3.607 1.898 -0.422
C 3.993 1.594 -1.726
C 5.349 1.491 -2.011
S 1.902 1.828 0.022
O 1.190 2.082 -1.290
C 1.703 0.056 0.379
C 2.756 -0.877 0.222
C 2.569 -2.189 0.552
C 1.308 -2.658 0.983
C 1.088 -4.008 1.238
C -0.178 -4.464 1.562
C -1.227 -3.553 1.741
C -1.059 -2.215 1.511
C 0.211 -1.728 1.084
C 0.432 -0.344 0.772
C -0.713 0.612 0.982
C -0.936 1.167 2.294
C -0.094 0.894 3.386
C -0.396 1.382 4.598
C -1.538 2.167 4.850
C -2.351 2.464 3.804
C -2.102 1.993 2.487
C -3.010 2.247 1.429
C -2.755 1.693 0.210
C -1.633 0.837 -0.020
S -1.426 0.280 -1.749
O -0.347 -0.708 -1.838
C -2.985 -0.566 -1.855
C -4.093 0.118 -2.363
C -5.292 -0.567 -2.467
C -5.417 -1.920 -2.131
C -6.732 -2.629 -2.356
C -4.273 -2.575 -1.678
C -3.026 -1.942 -1.555
H 8.384 1.587 -0.391
H 8.187 2.285 -2.028
H 8.031 0.551 -1.816
H 6.638 2.124 1.015
H 4.237 2.259 1.587
H 3.261 1.406 -2.522
H 5.619 1.198 -3.043
H 3.694 -0.546 -0.177
H 3.351 -2.937 0.465
H 1.920 -4.687 1.097
H -0.340 -5.531 1.716
H -2.210 -3.919 2.078
H -1.932 -1.577 1.574
H 0.787 0.291 3.208
H 0.254 1.161 5.422
H -1.830 2.449 5.857
H -3.266 3.063 3.983
H -3.894 2.886 1.573
H -3.522 1.779 -0.537
H -3.987 1.171 -2.639
H -6.168 -0.083 -2.887
H -7.548 -1.924 -2.365
H -6.828 -3.351 -1.573
H -6.699 -3.125 -3.324
H -4.298 -3.644 -1.443
H -2.124 -2.477 -1.256
O 0.519 2.616 -3.563
H 0.289 2.264 -4.427
H 1.102 1.987 -3.157
*
```

---

Formula: C12H13F5O3
Source: OMol25
Level of theory: wB97M-V/def2-TZVPD

The calculation puts the frontier orbital gap at 8.54 eV. As for the structure (SMILES): C[C@H](OC=O)C(F)(F)c1cccc(C(F)(F)F)c1.CO.

```
! RIJCOSX wB97M-V def2-TZVPD def2/J DEFGRID3
* xyz 0 1
C 2.055 2.271 0.955
C 1.186 1.182 0.029
O 2.062 0.389 -0.870
C 1.670 -1.028 -0.898
O 1.785 -1.892 0.140
C -0.039 1.942 -0.820
F 0.008 1.634 -2.285
F 0.215 3.429 -0.728
C -1.538 1.620 -0.197
C -2.687 2.796 0.094
C -4.116 2.314 0.765
C -4.476 0.743 1.165
C -3.363 -0.428 0.836
C -3.537 -2.031 1.143
F -4.073 -2.639 -0.127
F -2.188 -2.649 1.422
F -4.375 -2.347 2.331
C -1.943 0.062 0.170
H 2.767 2.946 0.316
H 2.619 1.604 1.755
H 1.237 2.877 1.556
H 0.748 0.408 0.821
H 1.266 -1.518 -1.908
H -2.448 3.914 -0.179
H -4.955 3.103 0.987
H -5.510 0.441 1.678
H -1.111 -0.759 -0.074
C 5.044 -3.306 -1.468
O 4.479 -2.026 -1.254
H 5.991 -3.192 -2.000
H 5.225 -3.791 -0.505
H 4.361 -3.911 -2.070
H 3.640 -2.159 -0.780
*
```

---

Formula: C8H11N2O2
Source: OMol25
Level of theory: wB97M-V/def2-TZVPD

The calculation puts the frontier orbital gap at 9.49 eV. As for the structure (SMILES): O[C@H]1[C@H]2C=CO[C@]21C1=[NH+]CCN1.

```
! RIJCOSX wB97M-V def2-TZVPD def2/J DEFGRID3
* xyz 1 1
C -2.967 0.422 -1.065
C -1.792 -0.478 -0.913
C -2.887 1.342 -0.058
C -0.991 0.198 0.253
C -1.696 -1.154 0.460
C 2.655 -0.376 -0.164
C 2.541 1.184 0.114
C 0.439 0.117 0.232
N 1.199 -0.821 -0.356
N 1.160 1.192 0.581
O -2.739 -1.342 1.479
O -1.599 1.388 0.508
H -3.828 0.138 -1.742
H -1.366 -0.847 -1.830
H -3.437 2.175 0.277
H -0.859 -1.942 0.533
H 3.456 -0.680 -0.991
H 3.062 -0.769 0.762
H 3.220 1.527 0.899
H 2.534 1.726 -0.814
H 0.951 -1.713 -0.752
H -3.579 -1.178 1.164
H 0.611 1.993 0.911
*
```

---

Formula: C15H24F6N2O5S2SiSr
Source: OMol25
Level of theory: wB97M-V/def2-TZVPD

The calculation puts the frontier orbital gap at 5.48 eV.

```
! RIJCOSX wB97M-V def2-TZVPD def2/J DEFGRID3
* xyz -2 1
Sr 0.736 -1.394 0.433
F 2.549 -1.561 -1.971
C 2.063 -2.545 -2.732
F 1.787 -2.030 -3.941
F 3.066 -3.426 -2.890
S 0.556 -3.400 -1.993
O 0.983 -3.588 -0.602
O 0.593 -4.597 -2.806
N -0.676 -2.567 -2.178
S -1.150 -0.966 -1.802
O -1.752 -1.188 -0.493
O 0.209 -0.388 -1.870
C -2.362 -1.324 -3.268
F -3.039 -2.441 -3.011
F -1.669 -1.492 -4.399
F -3.295 -0.407 -3.544
C 0.633 1.680 1.945
N -0.573 0.871 1.966
C -1.678 1.560 1.330
C -0.932 0.485 3.325
C 0.042 -0.469 3.987
C 0.315 -0.292 5.343
C 1.152 -1.179 6.010
C 1.724 -2.220 5.290
C 1.454 -2.353 3.929
C 0.597 -1.500 3.209
H 0.502 2.618 2.517
H 0.883 1.941 0.914
H 1.462 1.113 2.370
H -1.916 2.514 1.841
H -2.561 0.922 1.344
H -1.447 1.759 0.288
H -1.910 -0.002 3.263
H -1.068 1.394 3.948
H -0.122 0.546 5.884
H 1.366 -1.047 7.066
H 2.396 -2.915 5.789
H 1.962 -3.158 3.399
C 3.370 -0.940 0.924
H 3.976 -0.302 0.258
H 3.794 -1.957 0.833
H 3.587 -0.616 1.955
C -2.794 3.012 -3.283
Si -1.276 2.013 -2.736
C -0.235 3.135 -1.641
C -0.206 1.621 -4.239
O -1.828 0.733 -1.892
H -2.814 3.167 -4.365
H -2.824 3.992 -2.801
H -3.699 2.469 -3.005
H 0.116 4.005 -2.207
H 0.644 2.587 -1.290
H -0.786 3.498 -0.770
H -0.491 2.227 -5.103
H -0.254 0.572 -4.525
H 0.839 1.832 -4.003
*
```

---

Formula: C21H23MnN3O2
Source: OMol25
Level of theory: wB97M-V/def2-TZVPD

The calculation puts the frontier orbital gap (spin up / spin down) at 9.65 / 9.25 eV. The expectation value of S² is 8.754.

```
! RIJCOSX wB97M-V def2-TZVPD def2/J DEFGRID3
* xyz 2 6
Mn -0.044 0.385 -0.116
O 2.219 0.172 0.278
C 2.663 0.305 1.633
C 1.478 0.507 2.540
C 1.694 0.695 3.895
C 0.611 0.860 4.736
C -0.672 0.835 4.201
C -0.807 0.652 2.848
N 0.247 0.488 2.020
H 2.913 -0.244 -0.246
H 3.344 1.150 1.731
H 3.192 -0.596 1.944
H 2.707 0.707 4.280
H 0.762 1.005 5.798
H -1.548 0.958 4.823
H -1.788 0.628 2.392
O -2.148 0.105 -0.930
C -2.350 1.048 -2.022
C -2.837 2.386 -1.510
C -1.960 2.970 -0.394
C -0.590 3.344 -0.877
C -0.310 4.643 -1.273
C 0.945 4.956 -1.764
C 1.901 3.956 -1.853
C 1.562 2.690 -1.437
N 0.346 2.372 -0.956
H -3.012 -0.146 -0.582
H -3.046 0.620 -2.739
H -1.388 1.137 -2.520
H -3.862 2.295 -1.145
H -2.868 3.075 -2.357
H -1.877 2.255 0.428
H -2.448 3.844 0.033
H -1.080 5.400 -1.191
H 1.175 5.967 -2.075
H 2.894 4.151 -2.236
H 2.280 1.886 -1.490
N 0.198 -1.570 -0.882
C 0.170 -2.718 -0.896
C 0.148 -4.150 -0.996
C 0.228 -4.913 0.172
C 0.203 -6.291 0.075
C 0.102 -6.893 -1.174
C 0.024 -6.129 -2.332
C 0.045 -4.750 -2.251
H 0.306 -4.427 1.136
H 0.264 -6.896 0.969
H 0.083 -7.973 -1.246
H -0.053 -6.609 -3.299
H -0.016 -4.142 -3.145
*
```

---

Formula: C24H19HfIN2O2
Source: OMol25
Level of theory: wB97M-V/def2-TZVPD

The calculation puts the frontier orbital gap at 5.93 eV.

```
! RIJCOSX wB97M-V def2-TZVPD def2/J DEFGRID3
* xyz 2 1
Hf -0.063 -0.588 0.035
C -4.362 -0.979 -0.814
C -3.877 0.394 -0.484
N -4.760 1.315 -0.126
C -4.359 2.552 0.139
C -3.043 2.985 0.070
C -2.702 4.422 0.400
O -1.928 5.041 -0.618
C -2.067 2.026 -0.275
C -0.675 2.455 -0.361
N 0.352 1.686 -0.200
C 1.655 2.263 -0.367
C 1.990 3.502 0.162
C 3.261 4.016 -0.049
C 4.199 3.301 -0.776
C 3.883 2.053 -1.298
C 2.615 1.547 -1.081
I 2.109 -0.342 -1.852
C -2.520 0.728 -0.562
O -1.645 -0.277 -0.941
H -5.445 -0.999 -0.734
H -3.946 -1.724 -0.132
H -4.069 -1.259 -1.827
H -5.139 3.255 0.412
H -2.109 4.468 1.317
H -3.623 4.971 0.596
H -2.504 5.492 -1.244
H -0.530 3.511 -0.590
H 1.268 4.060 0.745
H 3.521 4.981 0.365
H 5.187 3.709 -0.937
H 4.621 1.498 -1.861
C 3.480 -4.453 2.030
C 3.246 -3.068 2.144
C 2.157 -2.508 1.531
C 1.256 -3.287 0.774
C 0.126 -2.689 0.117
C -0.740 -3.527 -0.598
C -0.518 -4.906 -0.687
C 0.578 -5.460 -0.070
C 1.495 -4.675 0.671
C 2.621 -5.240 1.314
H 4.339 -4.889 2.521
H 3.922 -2.457 2.727
H 1.992 -1.429 1.679
H -1.600 -3.107 -1.112
H -1.200 -5.534 -1.242
H 0.756 -6.526 -0.147
H 2.791 -6.307 1.236
*
```

---

Across the entries above, F_max takes the values 1.7 8.8 5.4 2.2 0.7 0.4 eV Å⁻¹, respectively.
Across the entries above, DFT total energy takes the values -2506.8023 -1189.6331 -571.0974 -2787.4946 -2279.3487 -1531.1028 Ha, respectively.